ORCA calculation (ωB97M-V with the def2-TZVPD basis set) on 2 unconnected molecules or ions with the total composition C2H6OSi.

HOMO in eV: -8.125
Net charge: 0

XYZ file:
```
10
Properties=species:S:1:pos:R:3:forces:R:3
C 0.78293 -0.77317 -3.29385 0.4 -1.4 -0.8
C -0.47268 0.91244 2.42363 0.9 3.3 2.3
O -0.03593 -0.08051 -2.80255 -1.0 1.6 0.7
Si 0.07796 -0.76411 1.87120 0.8 -0.6 0.0
H 0.80982 -1.82494 -2.96035 0.6 -0.2 -0.2
H 1.43544 -0.44528 -4.13615 0.0 -0.1 0.4
H -1.51383 0.97287 2.82776 0.4 0.1 -1.1
H 0.08782 1.27123 3.40271 -0.6 -1.1 -1.7
H -0.15673 1.83870 1.76882 -1.1 -1.9 0.6
H -1.01481 -1.10722 0.89880 -0.3 0.2 -0.1
```
Forces are in eV/Å.

Per-atom Löwdin charges, elementary charge units:
1. C -0.1682
2. C -0.4920
3. O 0.0008
4. Si 0.6042
5. H 0.0791
6. H 0.0849
7. H 0.0068
8. H 0.0274
9. H 0.0504
10. H -0.1935

---

ORCA calculation (ωB97M-V with the def2-TZVPD basis set) on 3 unconnected molecules or ions with the total composition C6H14O3.

HOMO in eV: -8.725
SMILES string: C=C(C)O.C=O.CCO
Net charge: 0

XYZ file:
```
23
Properties=species:S:1:pos:R:3:forces:R:3
C 0.20998 -1.25065 0.35492 0.5 0.1 -0.1
C 1.39788 -0.65834 0.53713 -0.4 -1.5 1.8
C 2.70147 -1.34973 0.22919 0.0 0.7 -0.3
O 1.55087 0.37667 1.42555 0.2 0.0 -0.4
H 0.10647 -2.09465 -0.30324 0.1 -0.2 -0.1
H -0.65715 -0.95664 0.91931 -0.1 0.3 -0.1
H 2.99567 -1.97356 1.07529 -0.1 0.1 0.0
H 2.60397 -1.98588 -0.64582 0.0 0.0 -0.1
H 3.48700 -0.60971 0.07484 0.1 -0.1 -0.1
H 0.67807 0.74048 1.63523 -0.1 0.0 0.0
C 1.57473 0.88578 -1.43581 -0.7 1.5 -1.6
O 0.53066 1.51071 -1.52422 1.5 -0.5 -0.1
H 2.46028 1.32310 -0.95387 -0.1 -0.2 0.5
H 1.77208 0.01254 -2.07905 -0.2 -0.2 0.3
C -2.91852 0.03915 -0.36319 0.2 0.2 0.2
C -1.88575 1.09329 0.00626 0.7 0.6 -1.2
O -1.54301 1.09996 1.38536 0.2 -0.1 0.3
H -2.58202 -0.96192 -0.10229 0.0 -0.1 -0.1
H -3.11680 0.08302 -1.43401 0.0 0.0 0.0
H -3.86015 0.21920 0.16354 0.0 0.0 0.0
H -0.92028 1.04226 -0.58796 -1.6 -0.5 1.1
H -2.26389 2.08436 -0.27620 -0.2 0.0 0.1
H -2.32156 1.33055 1.89905 0.0 0.0 0.0
```
Forces are in eV/Å.

Per-atom Löwdin charges, elementary charge units:
1. C 0.0560
2. C -0.5116
3. C -0.0437
4. O 0.0272
5. H 0.0750
6. H 0.0504
7. H 0.0914
8. H 0.0826
9. H 0.0775
10. H 0.0903
11. C -0.1406
12. O -0.0395
13. H 0.0987
14. H 0.0983
15. C -0.0800
16. C -0.3245
17. O -0.0972
18. H 0.0573
19. H 0.0781
20. H 0.0723
21. H 0.0776
22. H 0.1145
23. H 0.0899

---

ORCA calculation (ωB97M-V with the def2-TZVPD basis set) on 3 unconnected molecules or ions with the total composition C5H12O3.

HOMO in eV: -9.217
SMILES string: C=C/C(O)=C/C.O.O
Net charge: 0

XYZ file:
```
20
Properties=species:S:1:pos:R:3:forces:R:3
C -2.22426 -0.27147 -0.70582 -0.8 -1.4 -0.3
C -1.17565 -0.74816 -1.35726 0.8 -0.4 0.9
C 0.22699 -0.57629 -0.87243 -0.4 0.6 -0.2
O 0.74296 0.49308 -1.58229 -0.2 -0.1 -0.4
C 0.87282 -1.20919 0.10021 -0.1 0.6 0.1
C 2.23697 -0.76745 0.54356 0.4 0.0 -0.2
H -2.24946 0.00043 0.33518 0.4 0.8 -0.1
H -3.19846 -0.41931 -1.15739 -0.1 0.1 0.0
H -1.23836 -1.34580 -2.25424 -0.3 0.5 -0.5
H 1.69782 0.53782 -1.59508 0.4 -0.2 0.3
H 0.28711 -1.90505 0.68495 0.3 -0.4 -0.1
H 2.35978 -0.80067 1.61724 -0.1 -0.2 0.3
H 3.05322 -1.34716 0.10509 -0.1 -0.2 0.0
H 2.44884 0.26826 0.27025 -0.2 0.1 0.0
O -0.18944 0.13640 2.74520 0.3 -0.4 0.3
H -0.78870 0.87752 2.80665 -0.2 0.2 -0.2
H -0.21092 -0.18827 1.83747 -0.1 0.3 -0.1
O -1.26201 2.40312 -0.40353 -0.1 0.4 0.4
H -0.55701 2.90502 0.01498 0.0 0.1 0.0
H -0.83224 1.95718 -1.13273 0.2 -0.3 -0.3
```
Forces are in eV/Å.

Per-atom Löwdin charges, elementary charge units:
1. C 0.0259
2. C -0.1101
3. C -0.3530
4. O 0.0216
5. C -0.1214
6. C -0.0870
7. H 0.0629
8. H 0.0653
9. H 0.1078
10. H 0.0950
11. H 0.1166
12. H 0.0720
13. H 0.0781
14. H 0.0718
15. O -0.0506
16. H 0.0304
17. H -0.0141
18. O -0.0539
19. H 0.0404
20. H 0.0024

---

ORCA calculation (ωB97M-V with the def2-TZVPD basis set) on 2 unconnected molecules or ions with the total composition C5H14.

HOMO in eV: -10.693
SMILES string: CCC.CC
Net charge: 0

XYZ file:
```
19
Properties=species:S:1:pos:R:3:forces:R:3
C -2.65039 -0.05970 -0.80808 -1.0 1.7 0.0
C -1.62909 1.07367 -0.55612 -0.1 0.4 -3.0
C -1.18226 0.82194 0.84288 0.6 -0.6 2.1
H -3.37213 -0.09529 0.03899 1.2 -0.7 0.1
H -3.41959 0.10007 -1.55939 0.7 0.0 -1.1
H -1.98534 -0.86158 -1.00854 -0.5 -1.6 0.1
H -0.69650 0.97703 -1.27229 -1.7 -0.1 1.2
H -2.05607 2.08343 -0.94733 0.6 -1.3 1.7
H -0.68487 1.65506 1.24497 0.5 1.5 0.8
H -1.95600 0.49100 1.59896 0.5 0.6 -1.1
H -0.37285 0.06933 0.98905 -0.7 0.0 -0.8
C 3.12423 -0.75127 0.61195 -1.7 1.2 1.5
C 1.98323 -0.95388 -0.34551 -0.5 4.4 1.0
H 2.95307 0.18573 1.20068 -0.6 -1.0 0.3
H 3.24311 -1.59338 1.26208 0.5 -0.3 0.5
H 4.01212 -0.37908 0.21893 1.9 -0.5 -1.5
H 1.70305 0.11136 -0.69499 1.0 -1.8 -1.3
H 1.95807 -1.81898 -0.88807 0.8 -1.6 -2.7
H 1.02819 -1.05548 0.07183 -1.3 -0.5 2.1
```
Forces are in eV/Å.

Per-atom Löwdin charges, elementary charge units:
1. C -0.1395
2. C -0.3255
3. C -0.1666
4. H 0.0770
5. H 0.0590
6. H 0.0569
7. H 0.1188
8. H 0.1225
9. H 0.0446
10. H 0.0934
11. H 0.0626
12. C -0.1604
13. C -0.1665
14. H 0.0811
15. H 0.0597
16. H 0.0350
17. H 0.1034
18. H 0.0361
19. H 0.0082

---

ORCA calculation (ωB97M-V with the def2-TZVPD basis set) on 2 unconnected molecules or ions with the total composition C5H12NO.

HOMO in eV: -13.749
Net charge: +1

XYZ file:
```
19
Properties=species:S:1:pos:R:3:forces:R:3
C 1.59430 -2.38662 0.88221 -0.3 1.6 -0.3
C 0.65648 -1.94218 -0.37562 4.3 -2.5 0.4
C 0.11130 -0.58559 -0.48010 -3.1 -0.1 -1.7
C 0.48899 0.61431 -0.06251 3.0 0.5 1.9
N -0.32818 1.75348 0.09576 0.8 3.4 0.7
C 0.02933 2.98050 0.52770 -0.4 -3.0 0.4
H 2.13301 -3.31924 0.68663 0.2 0.5 -0.6
H 1.06116 -2.67173 1.80100 -0.3 0.8 -0.3
H 2.27838 -1.51912 1.07690 -0.3 -1.2 0.1
H -0.11547 -2.69431 -0.30888 -0.6 0.2 -0.9
H 1.42430 -2.21663 -1.26605 -2.2 0.8 1.5
H -0.85701 -0.64309 -1.08982 1.0 0.4 1.3
H 1.53974 0.77004 0.33984 -1.5 -0.2 -0.3
H -1.33624 1.61715 -0.05435 -0.3 -0.2 -0.7
H 1.01953 3.11470 1.03041 -0.7 -0.1 -1.1
H -0.72728 3.79465 0.63033 0.6 -1.0 -0.3
H -3.62571 1.41476 -0.76036 0.6 -0.5 -0.3
H -2.58002 0.95568 -1.78484 0.3 0.0 -2.9
O -2.76659 0.96321 -0.88823 -1.1 0.6 3.1
```
Forces are in eV/Å.

Per-atom Löwdin charges, elementary charge units:
1. C -0.0839
2. C -0.2092
3. C -0.0753
4. C -0.0966
5. N 0.0281
6. C 0.1981
7. H 0.0684
8. H 0.0687
9. H 0.0694
10. H 0.0978
11. H 0.1738
12. H 0.1361
13. H 0.1530
14. H 0.1021
15. H 0.1260
16. H 0.1252
17. H 0.1017
18. H 0.0281
19. O -0.0115

---

ORCA calculation (ωB97M-V with the def2-TZVPD basis set) on a molecular structure, C29H44BrN3P2ReS.

Spin multiplicity: 4
HOMO (alpha / beta) in eV: -18.361 / -18.399
Net charge: +4

XYZ file:
```
81
Properties=species:S:1:pos:R:3:forces:R:3
C -0.71953 7.07480 -3.71217 -0.2 -0.5 -0.5
C -0.91171 5.69494 -3.90194 0.0 0.1 0.1
C -1.19585 5.25056 -5.21391 0.1 0.6 0.8
C -1.26860 6.20191 -6.23493 -0.4 -0.1 -1.9
N -1.09206 7.50674 -6.04916 0.4 -3.0 3.7
C -0.81900 7.92582 -4.81778 0.2 2.0 -0.3
C -0.84797 4.80768 -2.74314 0.0 -0.6 0.8
C -0.82676 4.10191 -1.74041 -1.2 1.6 -1.8
C -0.93897 2.97930 -0.87832 1.5 0.5 0.8
C 0.22509 2.71150 -0.12152 1.2 0.4 -1.3
C 0.70619 1.36547 -0.31580 -1.5 -0.7 -1.4
C -0.48248 0.39614 -0.29980 2.9 1.3 0.8
C -1.72146 0.67799 -0.81321 -0.2 0.9 0.4
C -1.91877 2.01881 -1.10914 -1.2 -0.7 -0.9
Re 0.37127 0.60264 1.46872 -3.7 -0.9 2.7
P 2.10147 -0.80487 1.16122 2.9 -2.7 -1.8
H -1.39088 4.19971 -5.43960 0.1 0.5 -0.1
H -0.53061 7.48615 -2.71731 0.0 0.1 -0.5
H -1.48841 5.89141 -7.24346 -0.1 -0.2 -0.3
H -0.67762 8.98869 -4.68307 0.0 0.3 0.1
H -2.83632 2.35230 -1.58106 0.0 -0.1 0.0
H 0.97925 3.50139 0.00622 -0.5 -0.2 -0.1
H -2.48945 -0.07698 -0.84659 -0.1 0.4 0.1
H 1.57606 1.14571 -0.90345 0.1 0.2 0.1
C 2.14818 -2.41566 2.09954 -1.0 0.4 0.7
C 2.91661 -3.59715 1.50963 0.3 -0.1 -0.3
H 1.09345 -2.69630 2.26447 0.5 0.0 0.0
H 2.54840 -2.13891 3.08823 -0.1 -0.1 -0.2
H 3.06410 -4.33916 2.29985 0.0 0.1 0.0
H 2.36464 -4.10506 0.71082 0.0 0.2 0.1
H 3.90993 -3.33760 1.12697 -0.3 -0.1 0.1
C 2.18035 -1.35034 -0.61976 -0.5 -0.2 0.4
C 3.00519 -0.54737 -1.61131 0.2 0.1 -0.2
H 1.13754 -1.40537 -0.96011 0.2 0.1 0.2
H 2.52185 -2.38773 -0.56457 0.2 0.2 -0.2
H 2.72208 -0.88667 -2.61109 0.3 0.0 0.0
H 2.80736 0.52723 -1.58984 0.4 -0.3 -0.1
H 4.07738 -0.68039 -1.47352 -0.1 -0.1 -0.1
C 3.73991 -0.05962 1.47964 -0.2 0.9 0.3
C 4.96927 -0.96852 1.39634 0.2 -0.2 -0.1
H 3.68327 0.38975 2.48098 0.0 0.0 -0.2
H 3.83588 0.77873 0.77653 0.0 -0.1 0.1
H 5.86114 -0.35302 1.56312 -0.2 -0.1 0.0
H 4.96875 -1.74188 2.16915 0.0 0.1 -0.1
H 5.08749 -1.44296 0.41625 -0.1 0.1 0.2
Br -1.21442 -1.31432 1.92875 0.7 0.9 0.8
P -2.45467 -3.27485 -1.63860 0.8 1.2 1.0
C -0.66347 -3.43094 -1.39376 -0.1 -0.4 -0.3
C -0.22407 -4.83515 -1.80286 0.4 -0.6 0.0
H -0.45248 -3.20383 -0.34101 0.0 0.0 -0.2
H -0.18907 -2.67748 -2.02970 -0.1 -0.1 0.0
H 0.83724 -4.85490 -2.06927 -0.2 0.0 0.1
H -0.38264 -5.55693 -0.99542 0.0 0.1 -0.1
H -0.79414 -5.18593 -2.67121 0.3 0.0 0.1
C -3.22234 -3.17229 0.00481 -0.4 -0.6 0.0
C -4.63356 -3.76152 0.00753 -0.3 0.0 0.1
H -3.20141 -2.13392 0.36849 0.0 -0.2 -0.4
H -2.57047 -3.75418 0.66602 0.0 0.0 -0.1
H -4.96895 -3.93283 1.03491 0.0 0.1 -0.2
H -5.36187 -3.10934 -0.48545 0.1 -0.1 0.1
H -4.62886 -4.71795 -0.51447 -0.2 -0.1 0.1
C -2.66107 -1.71334 -2.52365 -0.6 0.1 -0.5
C -3.04339 -1.76783 -4.00145 0.0 0.1 -0.4
H -1.69769 -1.20774 -2.39767 -0.2 -0.1 0.0
H -3.43164 -1.16757 -1.96631 0.0 -0.2 -0.2
H -3.44107 -0.79496 -4.30463 0.1 -0.2 0.0
H -2.18579 -1.98381 -4.64415 -0.1 -0.1 0.1
H -3.81362 -2.51551 -4.18785 0.0 0.1 -0.1
C 1.81141 0.06711 6.42376 0.3 -0.5 0.5
N 0.52618 0.70247 6.15808 -0.7 0.4 -0.8
C -0.49802 0.78061 7.09530 0.2 0.2 -0.8
C -1.56784 1.34732 6.47567 0.4 -0.2 -0.5
N -1.19024 1.60364 5.15947 0.6 -0.5 0.3
C 0.09341 1.19754 4.96428 -1.1 -0.1 1.9
S 1.06349 1.47064 3.58064 0.4 -0.1 -0.6
H 1.72311 -1.02091 6.27518 0.0 0.4 0.0
H 2.57787 0.46232 5.76547 0.0 0.1 0.0
H 2.08635 0.25658 7.47285 -0.1 0.0 -0.5
H -0.35073 0.40912 8.09846 -0.1 0.1 -0.1
H -2.55022 1.55730 6.84839 -0.2 0.1 0.0
H -1.77098 1.99164 4.41770 0.2 0.0 0.5
```
Forces are in eV/Å.

Per-atom Löwdin charges, elementary charge units:
1. C 0.0559
2. C -0.1566
3. C 0.0560
4. C -0.0047
5. N 0.3282
6. C 0.0052
7. C 0.1237
8. C 0.0916
9. C -0.1965
10. C -0.0225
11. C -0.3834
12. C -0.3370
13. C -0.0857
14. C 0.0225
15. Re 0.8265
16. P 0.8208
17. H 0.1466
18. H 0.1537
19. H 0.1588
20. H 0.1627
21. H 0.1456
22. H 0.1404
23. H 0.0747
24. H 0.0655
25. C -0.3580
26. C -0.1145
27. H 0.0154
28. H 0.0946
29. H 0.1035
30. H 0.0746
31. H 0.0691
32. C -0.3413
33. C -0.1025
34. H 0.0396
35. H 0.0762
36. H 0.0997
37. H 0.0535
38. H 0.0859
39. C -0.3619
40. C -0.1008
41. H 0.0687
42. H 0.0922
43. H 0.1036
44. H 0.0814
45. H 0.0777
46. Br 0.3496
47. P 1.2241
48. C -0.3831
49. C -0.1231
50. H 0.0568
51. H 0.0752
52. H 0.0877
53. H 0.0918
54. H 0.0785
55. C -0.4189
56. C -0.1201
57. H 0.0187
58. H 0.0785
59. H 0.0952
60. H 0.0876
61. H 0.0797
62. C -0.3879
63. C -0.1022
64. H 0.0640
65. H 0.0851
66. H 0.0881
67. H 0.0890
68. H 0.0856
69. C 0.0133
70. N -0.0980
71. C 0.0256
72. C 0.0102
73. N 0.1016
74. C -0.6658
75. S 0.6781
76. H 0.1170
77. H 0.0769
78. H 0.1228
79. H 0.1549
80. H 0.1417
81. H 0.1734

---

ORCA calculation (ωB97M-V with the def2-TZVPD basis set) on a single C2H3Br2N molecule.

HOMO (alpha / beta) in eV: -10.101 / -10.099
SMILES string: [H]/N=C(\Br)CBr
Net charge: 0

XYZ file:
```
8
Properties=species:S:1:pos:R:3:forces:R:3
H 1.41454 1.35186 1.64040 -0.5 -0.1 -1.4
N 0.45001 1.13211 1.30220 -0.7 -4.3 -6.8
C 0.35722 0.41520 -0.06373 4.7 4.4 7.3
Br 1.88385 0.14509 -1.25725 -1.0 0.5 0.9
C -0.81200 -0.30214 -0.35575 -2.2 -2.1 2.1
Br -0.53119 -2.32052 -0.50042 0.2 0.7 0.5
H -1.27024 -0.27816 -1.28579 -0.7 1.1 -1.6
H -1.49220 -0.14344 0.52034 0.3 -0.2 -1.1
```
Forces are in eV/Å.

Per-atom Löwdin charges, elementary charge units:
1. H 0.0230
2. N 0.0621
3. C -0.7619
4. Br 0.6361
5. C -0.6112
6. Br 0.5504
7. H 0.0114
8. H 0.0901

---

In order of appearance, molar mass = 74.15; 134.18; 120.15; 74.17; 102.16; 794.82; 200.86 g mol⁻¹.
In order of appearance, energy above the lowest of the compared OMol25 structures with the same formula, charge and spin = 95.0; 65.5; 51.3; 49.2; 51.1; 0.0; 48.4 kcal/mol.
In order of appearance, F_max = 4.1; 2.3; 1.7; 4.6; 5.0; 4.8; 9.7 eV/Å.